# C8H5F3N2

C8H5F3N2 in the gas phase in a non-equilibrium geometry (the ωB97M-V functional and the def2-TZVPD basis, the Open Molecules 2025 dataset).

Geometry as XYZ:
```
18
Properties=species:S:1:pos:R:3:lowdin_charge:R:1
C -0.087 -0.140 0.108 -0.114
H 0.545 -2.211 -0.494 0.118
C 2.659 0.237 0.077 -0.085
C -2.391 0.659 -0.050 -0.645
H -0.377 1.914 0.347 0.101
H 2.655 -1.888 -0.641 0.110
F -2.602 1.468 1.019 0.139
F -2.032 1.527 -1.053 0.130
N -1.561 -0.435 0.047 0.092
F -3.624 0.246 -0.254 0.177
C 0.378 1.158 0.248 -0.011
N -2.256 -2.818 0.307 0.193
C 1.782 1.285 0.251 -0.071
H 2.278 2.310 0.425 0.138
H 3.641 0.570 0.050 0.083
C 0.829 -1.181 -0.246 -0.034
C -2.001 -1.710 0.182 -0.237
C 2.163 -0.990 -0.324 -0.084
```

Computed properties:
multiplicity: 1
E_HOMO: -9.67 eV
orbital gap: 10.334 eV
energy above the lowest of the compared OMol25 structures with the same formula, charge and spin: 0.0 kJ/mol



# C8H5FN4

C8H5FN4 in the gas phase in a non-equilibrium geometry (the ωB97M-V functional and the def2-TZVPD basis, the Open Molecules 2025 dataset).

Geometry as XYZ:
```
18
Properties=species:S:1:pos:R:3:lowdin_charge:R:1
H -1.372 -0.258 3.361 0.132
N 1.047 1.083 -3.045 0.072
C -0.103 -1.643 2.403 -0.319
F -0.265 -2.328 3.474 0.106
N -0.822 1.951 -1.141 0.134
C -0.902 -0.445 2.353 0.015
C 0.016 0.026 0.228 -0.161
C 0.427 -2.302 1.269 0.001
N -0.774 2.380 -2.383 0.038
C 0.163 1.964 -3.273 -0.218
H 1.107 -3.139 1.465 0.124
H -0.791 1.524 1.338 0.101
C -0.608 0.479 1.355 -0.059
H 1.099 -1.716 -0.672 0.094
C 0.133 0.871 -0.973 -0.260
C 0.520 -1.414 0.198 0.017
H 0.145 2.568 -4.105 0.081
N 0.981 0.399 -1.850 0.101
```

Computed properties:
multiplicity: 1
E_HOMO: -8.98 eV
orbital gap: 7.971 eV
energy above the lowest of the compared OMol25 structures with the same formula, charge and spin: 198.7 kJ/mol



# C8H5GaNO5

A molecular structure, C8H5GaNO5 in a non-equilibrium geometry (the ωB97M-V functional and the def2-TZVPD basis, the Open Molecules 2025 dataset).

Geometry as XYZ:
```
20
Properties=species:S:1:pos:R:3:lowdin_charge:R:1
O -2.997 -1.835 -1.327 0.314
C 3.216 -1.403 1.544 -0.026
O -2.905 0.729 2.817 0.383
C -0.629 2.698 -0.063 0.117
O -0.149 3.731 0.157 0.315
C 1.144 -0.979 0.153 0.001
H 2.621 -1.351 2.473 0.097
O -0.189 1.188 -4.147 0.152
O -4.413 2.650 -1.578 0.240
C -0.620 1.143 -3.099 0.038
H 4.056 -2.112 1.671 0.119
H 2.827 -1.904 -0.558 0.164
Ga -1.538 0.754 0.073 0.434
C -2.512 -0.830 -1.032 0.108
C -3.488 2.105 -1.197 0.081
N 0.234 -0.249 0.054 0.189
C 2.269 -1.839 0.388 -0.149
H 1.867 -2.845 0.589 0.164
H 3.602 -0.396 1.306 0.100
C -2.396 0.747 1.775 0.158
```

Computed properties:
multiplicity: 1
E_HOMO: -22.33 eV
orbital gap: 7.782 eV
total charge: +3



# C8H6

C8H6 in the gas phase in a non-equilibrium geometry (the ωB97M-V functional and the def2-TZVPD basis, the Open Molecules 2025 dataset).

Geometry as XYZ:
```
14
Properties=species:S:1:pos:R:3:lowdin_charge:R:1
C -0.356 1.814 0.123 -0.079
C 0.164 -2.080 -0.422 -0.022
C 2.249 -0.958 0.588 0.059
H -0.671 2.548 0.859 0.071
H 3.103 -0.683 -0.011 0.070
H -1.778 -2.522 -1.281 0.094
C 1.224 -1.687 0.063 -0.124
H -2.688 -0.360 -0.348 0.106
H 2.318 -0.836 1.653 0.062
C -1.647 -0.637 -0.251 -0.053
C -1.178 -1.836 -0.706 -0.097
C -0.708 0.311 0.196 -0.229
C 0.496 0.681 0.568 0.060
H -0.305 2.221 -0.885 0.083
```

Computed properties:
multiplicity: 1
E_HOMO (spin up / spin down): -8.25 / -8.25 eV
orbital gap (spin up / spin down): 7.377 / 7.376 eV
energy above the lowest of the compared OMol25 structures with the same formula, charge and spin: 415.5 kJ/mol



# C8H6BF13MgN3O3S

A molecular structure, C8H6BF13MgN3O3S (the ωB97M-V functional and the def2-TZVPD basis, the Open Molecules 2025 dataset).

Geometry as XYZ:
```
36
Properties=species:S:1:pos:R:3:lowdin_charge:R:1
F 3.836 -1.080 1.319 0.148
H -1.635 -3.321 1.504 0.089
C 2.659 1.610 0.393 -0.546
N -1.291 -2.261 -0.269 -0.110
O 0.646 0.418 0.936 -0.152
B -2.331 2.612 -1.449 -1.213
O -0.406 3.548 1.444 -0.146
C -0.808 -2.873 0.954 -0.034
N -2.229 -0.847 -1.592 0.101
F -1.960 3.696 -2.199 0.168
C 2.026 -0.576 -0.725 -0.529
H -0.075 -3.632 0.692 0.092
F 2.279 2.172 -0.763 0.173
S -2.655 -0.306 1.057 0.697
C 1.920 0.246 0.604 -0.329
C 2.670 -0.543 1.730 -0.536
C -1.006 -2.660 -1.561 -0.069
F 2.363 2.460 1.371 0.172
F 1.919 -1.551 2.190 0.151
F 1.777 -1.884 -0.494 0.139
H -2.675 0.021 -1.891 0.121
F 1.123 -0.159 -1.609 0.172
H -1.582 -1.695 -3.459 0.117
F -1.126 1.880 -1.020 0.033
F -2.997 2.941 -0.279 0.136
N -0.883 3.477 2.597 -0.189
Mg -0.900 1.566 0.955 0.572
F 2.944 0.249 2.773 0.169
C -1.587 -1.767 -2.388 -0.066
F 4.001 1.485 0.359 0.149
H -0.342 -2.107 1.570 0.069
F -3.087 1.698 -2.225 0.093
O -1.386 2.351 2.847 -0.173
F 3.232 -0.513 -1.314 0.156
C -2.043 -1.140 -0.292 -0.744
H -0.391 -3.517 -1.766 0.119
```

Computed properties:
multiplicity: 1
E_HOMO: -5.85 eV
orbital gap: 8.553 eV
energy above the lowest of the compared OMol25 structures with the same formula, charge and spin: 0.0 kJ/mol
total charge: -1



# C8H6BrO5S

A molecular structure, C8H6BrO5S in a non-equilibrium geometry (the ωB97M-V functional and the def2-TZVPD basis, the Open Molecules 2025 dataset).

Geometry as XYZ:
```
21
Properties=species:S:1:pos:R:3:lowdin_charge:R:1
C -1.904 -1.686 0.214 -0.429
Br -3.290 -3.606 -1.206 0.821
O -3.162 0.311 -0.521 -0.323
C 0.117 -1.008 1.381 -0.055
C 0.812 0.932 -0.375 -0.067
C 1.676 0.684 0.744 -0.104
C -0.399 0.277 -0.494 -0.062
O -4.922 -1.208 -1.312 -0.372
H -0.070 -1.841 2.011 0.104
C -0.675 -0.781 0.297 -0.158
O -3.339 -0.211 -2.904 -0.373
H -1.739 -1.198 -2.931 0.132
H 2.531 1.237 1.122 0.084
O -1.496 -1.868 -2.218 -0.039
S -3.630 -0.627 -1.500 0.421
O -2.449 -2.273 1.138 0.140
H 1.023 1.793 -0.998 0.092
C 1.226 -0.240 1.667 -0.119
H -0.977 0.741 -1.307 0.124
H 1.843 -0.356 2.571 0.100
C -2.307 -1.936 -1.213 -0.916
```

Computed properties:
multiplicity: 3
E_HOMO (spin up / spin down): -2.69 / -5.96 eV
orbital gap (spin up / spin down): 5.928 / 6.241 eV
total charge: -1



What are the energy values for these records? In order: -716.9222 -626.6043 -2662.2872 -308.1404 -2620.3515 -3656.7766 Ha.